Entry 1:
ORCA calculation (ωB97M-V/def2-TZVPD) on a 2-piece molecular cluster, C26H45BrClF3N4O6P3S3 overall at a distorted geometry.

```
! RIJCOSX wB97M-V def2-TZVPD def2/J DEFGRID3
* xyz 1 1
C 5.5045 0.8698 3.8790
C 4.5296 1.7867 2.8767
S 2.7700 1.2950 3.2874
C 1.6566 1.3921 1.7365
N 1.4561 -0.0178 1.2174
Cl 2.7200 -1.1310 1.7361
C 0.4451 -0.4585 0.3914
N 0.2047 -1.8351 -0.1239
C 0.0695 -2.9426 0.7890
P 1.2158 -4.4353 0.2812
O 1.0425 -5.5063 1.4665
O 2.9019 -4.0027 0.1902
O 0.7108 -5.2170 -1.1926
C -0.2502 -1.9228 -1.5566
C -1.7163 -2.5709 -1.5833
Br -2.5505 -3.1961 -3.3407
C -2.8588 -1.9339 -0.5369
C -3.8563 -3.2237 -0.1433
C 0.1423 -0.5283 -2.4062
P -0.6443 -0.5208 -4.1290
O -0.2664 0.4956 -5.2171
C 1.8075 -0.5653 -2.7084
C 2.5700 0.3316 -3.8045
C 4.1977 0.2785 -4.1303
C 4.7904 -0.8404 -3.1125
C 3.9642 -1.6352 -2.0322
N 2.5403 -1.5059 -1.8332
C -0.3213 0.8604 -1.5832
C 0.9012 2.0060 -1.4764
C 0.9750 3.0678 -2.7026
C 2.5279 3.6819 -2.7944
C 2.6757 4.8069 -1.6119
O 1.8818 6.0281 -1.8201
P -1.6825 1.8971 -2.4113
S -3.5092 1.3481 -2.3115
N -0.5255 0.5400 -0.1456
C -1.6166 1.0102 0.6489
C -1.7531 2.6333 0.9924
C -2.4961 2.7145 2.4905
F -1.6838 2.6780 3.7350
C -3.9938 2.8722 2.5094
F -4.8975 1.7944 3.0312
F -4.5248 4.1802 1.9898
H 4.9189 0.6861 4.8979
H 5.6965 -0.1897 3.4172
H 6.5007 1.4447 4.1506
H 4.8272 1.6848 1.7462
H 4.6872 2.9053 3.2616
H 0.6280 1.7750 2.1381
H 2.2131 2.1176 1.0095
H 0.3599 -2.6343 1.9061
H -1.0010 -3.4523 0.9340
H 3.3090 -4.4300 1.0235
H 1.5002 -5.6720 -1.6443
H 0.3699 -2.7750 -2.1297
H -1.5912 -3.6911 -1.1419
H -2.3744 -1.6336 0.4794
H -3.5710 -1.1656 -1.0267
H -4.7024 -3.3930 -0.9352
H -4.4126 -2.8577 0.8486
H -3.2613 -4.1821 0.1633
H -0.3497 -1.8468 -4.6988
H -2.1119 -0.4409 -4.0460
H 2.0242 1.1382 -4.4573
H 4.7565 0.9198 -4.9249
H 5.9487 -1.0613 -3.2053
H 4.5435 -2.4022 -1.3263
H 0.5345 2.6937 -0.5638
H 1.9142 1.5840 -1.0801
H 0.6996 2.6928 -3.7654
H 0.2949 4.0190 -2.4708
H 2.5933 4.2712 -3.8219
H 3.3424 2.8243 -2.7236
H 2.3290 4.3366 -0.5713
H 3.8113 5.1412 -1.5030
H 1.4065 6.0315 -2.7019
H -1.6345 3.2038 -1.7268
H -1.4387 2.2693 -3.8004
H -1.5094 0.5282 1.7423
H -2.7299 0.6931 0.3496
H -0.7249 3.1700 1.1420
H -2.4977 3.1963 0.2696
C -4.6335 -3.3322 5.2760
S -6.0530 -2.4672 4.5629
O -6.3299 -3.0830 3.2231
C -5.1917 -0.9025 4.2744
H -4.9304 -4.3589 5.5029
H -3.8059 -3.3442 4.5629
H -4.3273 -2.8330 6.1983
H -4.3297 -1.0651 3.6233
H -4.8674 -0.4833 5.2295
H -5.8841 -0.2086 3.7918
*
```

max |F| = 7.9 eV/A
electronic energy = -7239.54779 hartree
HOMO-LUMO gap = 6.06 eV
highest occupied orbital energy = -10.66 eV

Entry 2:
ORCA calculation (ωB97M-V/def2-TZVPD) on the molecule C7H9BrN2 at a distorted geometry.

```
! RIJCOSX wB97M-V def2-TZVPD def2/J DEFGRID3
* xyz 0 1
N 0.9655 -2.1890 0.5879
N 1.6003 -1.6822 -0.6220
C 1.5396 -0.3394 -0.7536
Br 3.2564 0.5565 0.2176
C 0.2759 0.2976 -0.3137
C -0.8413 0.0794 -1.1375
C -2.0254 0.6537 -0.7498
C -2.3197 1.2693 0.4957
C -1.1739 1.4201 1.3178
C 0.0926 0.9855 0.9126
H -0.0572 -1.8543 0.5087
H 1.4298 -1.8313 1.3950
H 2.5423 -2.0324 -0.7827
H 1.6693 -0.1644 -2.0101
H -0.6963 -0.4780 -2.0065
H -2.8573 0.2969 -1.4055
H -3.2042 1.8672 0.6947
H -1.1291 1.9063 2.2614
H 0.9325 1.2384 1.3900
*
```

SMILES string = NN[C@H](Br)c1ccccc1
max |F| = 4.9 eV/A
electronic energy = -2955.57776 hartree
HOMO-LUMO gap = 9.59 eV
highest occupied orbital energy = -9.20 eV
energy relative to the best compared isomer or geometry (same formula, charge and spin) = 143.73 kJ/mol

Entry 3:
ORCA calculation (ωB97M-V/def2-TZVPD) on a 2-piece molecular cluster, C4H4BrNO overall at a distorted geometry.

```
! RIJCOSX wB97M-V def2-TZVPD def2/J DEFGRID3
* xyz 0 1
C 0.9889 0.7754 0.2739
C 0.9414 1.1868 -1.0211
C -0.0863 -0.1642 0.4314
C -0.7469 0.0222 -0.7593
N -0.4890 -0.7984 1.5995
O -0.0438 0.5985 -1.7178
Br -2.4414 -2.1031 -1.6712
H 1.5602 0.9973 1.1041
H 1.3944 1.9294 -1.6802
H 0.2753 -1.2371 2.0718
H -1.3527 -1.2067 1.3691
*
```

max |F| = 3.7 eV/A
electronic energy = -2858.67068 hartree
HOMO-LUMO gap (spin up / spin down) = 6.64 / 7.12 eV
highest occupied orbital energy (spin up / spin down) = -8.99 / -8.93 eV
energy relative to the best compared isomer or geometry (same formula, charge and spin) = 389.86 kJ/mol

Entry 4:
ORCA calculation (ωB97M-V/def2-TZVPD) on a 13-piece molecular cluster, C26H68N2O11S7 overall at a distorted geometry.

```
! RIJCOSX wB97M-V def2-TZVPD def2/J DEFGRID3
* xyz 0 1
C -2.4480 14.9535 8.7640
O -3.8368 14.9862 8.6942
H -2.2427 14.0953 9.4038
H -1.9335 14.7185 7.8322
H -2.0275 15.8463 9.2268
H -4.0768 14.8810 7.7707
C -7.6782 24.1247 14.8647
O -7.8187 22.7853 15.0691
H -6.9504 24.2937 14.0710
H -8.6379 24.5147 14.5254
H -7.5025 24.6701 15.7919
H -6.9177 22.4564 15.1085
C -1.9627 28.0367 7.2557
O -0.7284 28.4285 7.8990
H -2.3284 28.8689 6.6542
H -1.9319 27.1522 6.6194
H -2.6979 27.8796 8.0449
H -0.0547 28.3316 7.2220
C 5.0117 21.3030 7.5554
O 4.5357 21.3717 8.8774
H 4.5868 20.5052 6.9464
H 4.8584 22.2585 7.0537
H 6.0891 21.1590 7.6369
H 5.1184 21.9311 9.3962
N -5.9876 24.6744 5.0494
C -4.7182 24.2738 4.7646
C -4.2807 25.1550 3.7271
C -5.2725 26.1168 3.5851
C -6.3137 25.8434 4.3859
H -6.5113 24.1907 5.7648
H -4.3019 23.3375 5.1059
H -3.3740 25.0008 3.1609
H -5.2186 26.9428 2.8914
H -7.2969 26.2740 4.5056
N -2.8883 23.7473 10.1033
C -1.5519 23.7287 9.8636
C -1.1694 22.5359 9.3544
C -2.3508 21.8136 9.1722
C -3.4367 22.5367 9.6743
H -3.3366 24.5101 10.5905
H -0.9454 24.5453 10.2267
H -0.1489 22.2475 9.1496
H -2.3476 20.8514 8.6817
H -4.4957 22.4443 9.8647
C -6.5583 30.3900 13.2266
S -4.9517 29.6197 12.8343
O -5.3437 28.2215 12.3363
C -4.6367 30.5913 11.3127
H -7.1928 29.8454 13.9258
H -7.1034 30.5166 12.2912
H -6.4677 31.3956 13.6372
H -3.6056 30.3606 11.0447
H -4.9228 31.6421 11.3591
H -5.2650 30.0842 10.5805
C -7.0947 17.1240 14.0280
S -7.6789 17.1150 12.2779
O -9.1735 16.7947 12.3993
C -7.5352 18.8865 11.9017
H -6.1746 17.7079 14.0523
H -7.0163 16.0907 14.3660
H -7.8257 17.6047 14.6782
H -7.3398 19.1774 10.8696
H -6.6623 19.2649 12.4336
H -8.3736 19.5211 12.1890
C -1.2623 17.9314 12.8279
S 0.5423 18.2668 12.8755
O 1.0528 17.2003 13.8243
C 1.0849 17.8350 11.1788
H -1.8142 18.6334 12.2027
H -1.6978 18.0743 13.8168
H -1.4743 16.9648 12.3708
H 0.6027 18.4420 10.4126
H 0.8622 16.8222 10.8431
H 2.1522 18.0510 11.1295
C 3.8116 25.1988 2.2359
S 2.5728 23.8952 2.6517
O 3.4420 22.7358 3.1839
C 1.7509 24.6302 4.1235
H 3.4556 25.7864 1.3897
H 4.7072 24.6360 1.9727
H 4.1785 25.8858 2.9985
H 1.1790 25.4964 3.7906
H 2.4648 24.8563 4.9156
H 1.0395 23.9590 4.6046
C 3.4835 24.5440 12.8631
S 5.2605 24.4220 13.4154
O 5.8880 24.0105 12.0950
C 5.5903 26.2644 13.5677
H 2.8698 25.1798 13.5012
H 3.0566 23.5565 12.6884
H 3.3426 25.0005 11.8833
H 4.8309 26.7777 14.1576
H 5.6320 26.7403 12.5879
H 6.5185 26.4954 14.0903
C 4.3978 27.3931 8.4191
S 4.3782 28.9139 7.3273
O 2.9753 28.9365 6.6942
C 4.1456 30.0109 8.7406
H 5.2811 27.3114 9.0525
H 4.4386 26.4650 7.8488
H 3.4294 27.2884 8.9083
H 4.9454 29.6316 9.3766
H 3.2066 29.8494 9.2699
H 4.3219 31.0420 8.4344
C -11.4938 25.0491 7.7752
S -10.1546 24.3196 8.8960
O -9.5287 23.3033 7.9138
C -8.9920 25.7686 9.1206
H -12.2325 24.2496 7.7181
H -11.1594 25.2329 6.7542
H -11.9563 25.9668 8.1388
H -7.9748 25.4724 9.3767
H -9.3262 26.3576 9.9747
H -8.9747 26.4984 8.3111
*
```

max |F| = 3.4 eV/A
electronic energy = -4755.43614 hartree
HOMO-LUMO gap = 8.16 eV
highest occupied orbital energy = -8.15 eV

Question: Which of these has the lowest max |F|?
Answer: C26H68N2O11S7

Question: Among the records above, which one has the highest max |F|?
Answer: C26H45BrClF3N4O6P3S3

Question: Which value of max |F| does entry 2 give?
Answer: 4.9 eV/A

What did the second record say?
ORCA calculation (ωB97M-V/def2-TZVPD) on the molecule C7H9BrN2 at a distorted geometry.

```
! RIJCOSX wB97M-V def2-TZVPD def2/J DEFGRID3
* xyz 0 1
N 0.9655 -2.1890 0.5879
N 1.6003 -1.6822 -0.6220
C 1.5396 -0.3394 -0.7536
Br 3.2564 0.5565 0.2176
C 0.2759 0.2976 -0.3137
C -0.8413 0.0794 -1.1375
C -2.0254 0.6537 -0.7498
C -2.3197 1.2693 0.4957
C -1.1739 1.4201 1.3178
C 0.0926 0.9855 0.9126
H -0.0572 -1.8543 0.5087
H 1.4298 -1.8313 1.3950
H 2.5423 -2.0324 -0.7827
H 1.6693 -0.1644 -2.0101
H -0.6963 -0.4780 -2.0065
H -2.8573 0.2969 -1.4055
H -3.2042 1.8672 0.6947
H -1.1291 1.9063 2.2614
H 0.9325 1.2384 1.3900
*
```

SMILES string = NN[C@H](Br)c1ccccc1
max |F| = 4.9 eV/A
electronic energy = -2955.57776 hartree
HOMO-LUMO gap = 9.59 eV
highest occupied orbital energy = -9.20 eV
energy relative to the best compared isomer or geometry (same formula, charge and spin) = 143.73 kJ/mol